# C6H9NS

An isolated molecule of C6H9NS at a distorted geometry (ωB97M-V/def2-TZVPD, OMol25).

SMILES string: C1=C[C@@H]2N[C@@H]2CSC1
Energy relative to the best compared isomer or geometry (same formula, charge and spin) (kcal/mol): 102.7
HOMO energy (eV): -8.62

Atoms and positions in Å:
C -0.3400 1.5295 -0.2004
C 0.9582 1.3422 -0.2604
C 1.5908 0.0604 0.0514
N 1.5638 -1.0834 -0.9392
C 0.8156 -1.2828 0.2649
C -0.7024 -1.4216 0.3140
S -1.8828 -0.7520 -0.6094
C -1.6817 0.8958 0.2001
H -0.9907 2.4284 -0.6752
H 1.6672 2.1650 -0.5517
H 2.7508 0.0792 0.2608
H 0.8911 -0.7893 -1.5047
H 1.1987 -1.8530 1.1644
H -0.7405 -2.4065 -0.0428
H -0.8842 -1.2076 1.3806
H -1.6613 0.7556 1.2793
H -2.5530 1.5400 -0.1316